The following is a DFT calculation (wB97M-V/def2-TZVPD) of C58H36GeMoN9O4 as an isolated structure in a non-equilibrium geometry.

Structure (ORCA input):
```
! wB97M-V def2-TZVPD RIJCOSX def2/J DEFGRID3
* xyz -1 1
Mo 1.0173 -0.6257 -0.7381
C 6.0940 -0.7156 3.4772
C 5.1507 -1.2615 4.3963
C 3.8850 -1.5903 4.0025
C 3.5305 -1.3700 2.6531
C 2.3427 -1.5765 1.9313
N 1.2089 -2.1547 2.4807
C 0.0664 -2.0708 1.9380
C -1.1920 -2.5801 2.5148
C -1.4038 -3.1467 3.7610
C -2.7129 -3.4121 4.1364
C -3.7742 -3.1284 3.2759
C -3.5472 -2.5930 2.0134
C -2.2436 -2.3163 1.6513
C -1.6930 -1.8701 0.3258
N -1.6156 -2.9190 -0.5655
C -1.3355 -2.3050 -1.7888
N 0.1060 -1.9025 -2.0449
C 0.4203 -2.1479 -3.3187
N 1.4976 -1.8386 -4.0299
C 2.5280 -1.2810 -3.4102
N 2.5883 -0.9060 -2.1351
C 3.9148 -0.5450 -1.8256
N 4.4415 -0.4360 -0.6680
C 3.8129 -0.7314 0.4963
N 2.5100 -1.1816 0.6438
C 4.4644 -0.8230 1.7394
C 5.7712 -0.4998 2.1681
C 4.6667 -0.5268 -3.0863
C 5.9842 -0.2127 -3.3817
C 6.4071 -0.3811 -4.6907
C 5.5498 -0.8761 -5.6797
C 4.2398 -1.2133 -5.3752
C 3.8178 -1.0202 -4.0710
C -0.6598 -2.9239 -3.9561
C -0.7172 -3.4955 -5.2177
C -1.8192 -4.2820 -5.5122
C -2.8142 -4.4963 -4.5544
C -2.7426 -3.9106 -3.2988
C -1.6568 -3.0995 -3.0208
N -0.3157 -1.3064 0.7812
H 7.0858 -0.4655 3.8334
H 5.4501 -1.4141 5.4261
H 3.1658 -2.0054 4.6952
H -0.5699 -3.3409 4.4211
H -2.9166 -3.8348 5.1122
H -4.7872 -3.3336 3.5979
H -4.3633 -2.3873 1.3335
H 6.4849 -0.0840 1.4696
H 6.6465 0.1549 -2.6107
H 7.4261 -0.1299 -4.9576
H 5.9181 -0.9988 -6.6897
H 3.5633 -1.6091 -6.1206
H 0.0853 -3.3400 -5.9253
H -1.9026 -4.7539 -6.4825
H -3.6522 -5.1375 -4.7979
H -3.4953 -4.1018 -2.5456
O -3.4612 -1.1061 -2.2564
C -2.1814 -0.9527 -1.7058
O -2.3111 -0.7492 -0.3138
C -1.5773 0.3049 -2.3044
C -2.2597 1.0839 -3.2240
C -1.7075 2.2929 -3.6303
C -0.4910 2.6955 -3.1104
C 0.1489 1.8486 -2.2226
N -0.3705 0.6798 -1.8513
C 1.4949 2.1709 -1.6033
O 2.0808 3.1852 -1.9244
O 1.8868 1.2824 -0.7564
H -3.8346 -1.8761 -1.8067
H -3.2204 0.7481 -3.5816
H -2.2373 2.9160 -4.3383
H -0.0063 3.6277 -3.3621
C -0.0535 0.1169 0.9511
Ge -1.3300 1.5213 1.4545
C -1.3389 1.4079 3.4294
C -0.6523 2.3328 4.2143
C -0.6453 2.2358 5.6001
C -1.3326 1.2097 6.2293
C -2.0324 0.2870 5.4645
C -2.0326 0.3881 4.0817
C -3.2063 1.9660 1.0436
C -3.9844 1.6205 -0.0573
C -5.2562 2.1502 -0.2365
C -5.7825 3.0406 0.6849
C -5.0264 3.3955 1.7910
C -3.7573 2.8638 1.9639
C -0.3450 3.1621 1.0148
C -0.9533 4.2234 0.3490
C -0.2439 5.3774 0.0401
C 1.0886 5.4880 0.3991
C 1.7116 4.4408 1.0615
C 1.0011 3.2917 1.3636
H 0.6557 0.2446 1.7781
H -0.1086 3.1436 3.7423
H -0.0981 2.9633 6.1871
H -1.3234 1.1286 7.3088
H -2.5748 -0.5193 5.9416
H -2.5980 -0.3402 3.5100
H -3.6227 0.9155 -0.7856
H -5.8365 1.8556 -1.1019
H -6.7752 3.4502 0.5462
H -5.4231 4.0863 2.5243
H -3.1877 3.1577 2.8366
H -1.9956 4.1526 0.0586
H -0.7332 6.1859 -0.4889
H 1.6485 6.3782 0.1454
H 2.7606 4.5051 1.3160
H 1.5193 2.4767 1.8539
*
```

Summary:
* LUMO level (spin up / spin down): 1.458 / 1.456 eV
* E: -5170.959807 Ha
* HOMO-LUMO gap (spin up / spin down): 5.4 / 5.4 eV
* energy relative to the best compared isomer or geometry (same formula, charge and spin): 0.00 kcal per mole
* F_max: 0.0228 Eh/bohr